{
  "formula": "C28H64O10",
  "method": "ωB97M-V/def2-TZVPD",
  "smiles": "C1CCOC1.C1CCOC1.C1CCOC1.C1CCOC1.C1CCOC1.C1CCOC1.CO.CO.CO.CO",
  "fmax_ha_per_bohr": 0.048,
  "homo_energy_ha": -0.3425,
  "orbital_gap_ev": 9.63,
  "energy_ha": -1857.45665,
  "elements": ["H", "H", "H", "H", "H", "H", "C", "H", "C", "O", "H", "H", "H", "H", "H", "H", "H", "H", "C", "C", "H", "C", "C", "C", "O", "O", "H", "C", "C", "C", "H", "H", "H", "H", "O", "O", "C", "C", "O", "H", "H", "H", "H", "H", "H", "H", "H", "H", "C", "H", "H", "H", "C", "H", "O", "H", "H", "C", "C", "H", "H", "C", "H", "H", "H", "H", "C", "H", "C", "C", "H", "O", "H", "C", "H", "C", "H", "H", "C", "O", "O", "H", "H", "H", "C", "H", "H", "H", "C", "H", "H", "H", "H", "C", "C", "H", "H", "C", "H", "H", "H", "H"],
  "coordinates": [[10.67558, -29.92338, 0.44086], [5.47484, -28.21008, -5.00866], [15.21508, -26.15555, -1.95054], [7.12445, -22.70337, -1.05977], [9.60073, -29.25787, -3.03038], [12.13807, -21.64054, -1.16845], [12.24885, -19.79113, -2.25484], [14.09399, -22.17026, -3.19635], [10.72132, -24.94755, -2.62132], [12.51907, -22.37702, 2.77043], [13.00075, -19.01793, -2.45952], [11.61628, -25.27202, -3.15169], [5.47560, -26.24016, -8.01708], [11.55015, -19.41340, -1.50550], [8.37975, -29.74864, -1.08480], [10.84272, -30.22001, -2.21960], [13.54645, -24.66902, 4.10831], [10.15681, -32.17651, -3.44674], [11.54277, -29.49142, 0.94060], [10.02053, -26.72710, -1.21633], [12.65533, -30.44571, -0.36972], [5.87486, -25.49984, -5.94662], [9.82604, -30.24152, -2.60896], [8.91605, -20.58895, -0.19200], [12.70332, -29.62442, 0.12306], [7.84268, -22.48473, -4.82126], [10.81061, -24.67636, 2.78496], [14.14303, -26.13620, -1.75689], [9.00541, -22.12154, -0.14967], [6.40717, -27.73204, -5.31130], [12.79984, -24.69984, -1.35973], [11.36238, -28.43173, 1.11841], [13.78636, -20.92180, -1.19386], [13.93192, -26.82834, -0.93849], [10.97658, -24.64290, -1.27081], [11.60807, -24.77618, -5.67293], [8.80351, -20.33399, -1.72350], [8.94009, -23.11340, -5.48941], [13.76127, -24.81546, -1.43313], [9.80985, -22.47340, -5.33305], [10.05338, -22.42868, -0.20821], [9.78330, -20.21674, -2.19093], [9.81667, -20.08302, 0.14275], [10.02291, -30.84628, -4.68577], [8.93148, -31.39829, -0.94105], [7.10249, -25.96253, -7.64319], [11.74334, -29.94799, 1.91204], [13.13267, -20.50292, -4.75940], [12.87591, -21.09481, -1.76023], [13.34257, -25.30177, -4.63291], [13.40373, -23.74604, -5.36010], [8.79583, -23.25232, -6.55780], [6.46458, -26.28787, -4.79205], [13.52290, -25.07676, -6.44129], [11.55724, -20.13074, -3.43249], [8.62152, -22.59795, 0.75599], [4.78024, -25.50800, -5.87128], [6.16927, -26.33137, -7.17893], [10.23680, -25.48658, -0.39047], [10.45960, -22.47036, 3.48797], [7.91116, -32.60576, -3.71037], [8.17524, -22.58166, -1.34832], [8.52207, -23.51717, -1.78957], [8.00497, -20.25875, 0.30227], [13.66504, -26.45145, -2.69050], [9.24770, -27.42821, -0.90149], [8.68848, -30.61754, -1.67491], [11.77122, -21.57395, -4.84462], [13.22783, -23.49909, 2.28813], [11.48035, -24.35034, 3.58436], [5.87086, -26.17691, -3.88762], [7.63024, -30.96713, -2.53154], [7.66476, -31.15097, -4.64377], [12.91949, -24.66351, 3.21300], [9.27807, -25.01356, -0.12842], [13.03830, -21.92600, -3.06477], [9.70469, -26.85247, -3.38990], [13.00749, -23.70260, 1.23431], [9.69379, -26.12627, -2.57739], [8.25295, -21.51946, -2.28559], [6.31586, -27.68313, -6.75095], [10.23557, -24.14114, -3.17351], [9.04364, -24.08401, -4.99890], [6.23278, -24.47249, -5.96808], [8.13459, -31.53574, -3.73643], [11.14509, -24.78268, 4.52747], [14.30373, -23.29807, 2.34009], [11.77586, -22.49174, 4.66540], [11.48478, -22.80128, 3.65879], [8.67846, -25.72020, -2.57362], [13.11948, -25.62149, 2.72951], [7.50073, -25.98410, -4.63757], [10.99246, -27.23343, -1.17936], [12.39967, -21.03286, -4.13538], [13.02275, -24.75793, -5.52501], [12.53661, -22.89157, -3.07812], [7.31636, -28.25072, -5.00837], [9.64691, -31.26211, -3.75640], [8.14908, -19.48941, -1.93580], [10.73943, -25.59631, 0.57063], [11.39931, -25.51453, -6.25063], [8.15538, -22.24991, -3.92361]],
  "forces_ev_per_a": [[-0.2, 0.0, 0.2], [0.3, -0.3, 0.5], [0.0, 0.2, 0.1], [0.0, -0.1, 0.0], [0.1, 0.1, 0.2], [0.2, 0.2, 0.4], [0.3, 0.0, 0.5], [0.0, 0.2, -0.4], [-1.6, -1.5, -1.2], [-0.9, 0.4, -0.1], [0.0, -0.1, 0.0], [0.2, 0.3, 0.2], [-0.5, -0.3, 0.4], [0.0, 0.2, -0.3], [-0.2, -0.1, 0.0], [-0.1, -0.1, 0.2], [0.0, 0.3, 0.0], [0.3, 0.0, -0.5], [0.5, -0.1, 0.0], [0.2, -0.5, 0.2], [0.0, -0.1, 0.1], [-1.3, 0.0, -0.1], [-0.3, -0.1, -0.8], [-0.2, -0.5, -1.3], [0.0, 0.4, -0.1], [-0.1, -0.1, -0.5], [-0.1, 0.0, 0.1], [-0.3, 0.3, -0.1], [0.4, -0.3, 0.4], [-0.4, 0.6, -0.5], [0.1, -0.4, 0.1], [0.0, 0.0, -0.2], [0.0, -0.2, 0.0], [-0.1, -0.2, -0.1], [0.6, 0.7, 0.7], [0.2, 0.1, 0.0], [0.3, -0.3, 0.7], [-0.4, 0.3, 1.3], [0.5, 0.5, 0.0], [0.4, -0.4, -0.2], [-0.1, -0.1, -0.3], [-0.3, 0.3, 0.1], [-0.1, 0.0, 0.6], [0.0, -0.4, -0.2], [0.1, -0.3, -0.3], [0.2, -0.3, 0.2], [-0.3, -0.2, 0.0], [0.1, 0.2, 0.3], [-0.7, -0.6, -0.5], [0.1, -0.4, -0.2], [-0.5, 0.2, 0.0], [-0.4, 0.2, 0.0], [0.0, -0.4, -0.6], [0.1, -0.4, 0.2], [0.0, 0.1, -0.2], [0.0, 0.3, 0.1], [0.1, 0.3, 0.3], [1.6, 0.5, -0.6], [-1.1, 0.3, 0.2], [0.3, 0.7, -0.6], [0.2, -0.1, -0.1], [0.0, 0.6, 0.6], [0.1, 0.1, -0.1], [0.2, 0.3, 0.2], [-0.1, -0.3, 0.1], [0.0, 0.2, 0.4], [0.4, 0.8, 0.4], [0.0, -0.1, 0.2], [1.2, -0.3, 0.0], [-0.1, 0.2, 0.1], [0.2, 0.1, 0.2], [-0.6, 0.2, -0.2], [-0.4, 0.4, 0.4], [-0.1, -0.2, 0.1], [0.0, 0.1, -0.2], [0.6, 0.2, 0.0], [0.5, 0.2, -0.1], [-0.3, -0.1, 0.1], [0.4, 0.3, 0.3], [-0.3, -0.4, -0.6], [0.2, 0.3, 0.1], [0.5, 0.4, 0.2], [0.6, -0.2, -0.4], [-0.1, 0.0, -0.2], [0.5, -0.5, -0.2], [0.0, -0.1, -0.1], [-0.1, 0.3, -0.1], [-0.1, 0.1, 0.1], [0.4, -1.5, 0.6], [0.0, 0.0, 0.2], [-0.4, 0.0, -0.1], [-0.1, 0.0, 0.2], [-0.2, -0.3, -0.5], [0.1, -0.2, -0.5], [0.4, 0.5, 0.0], [-0.2, 0.1, 0.5], [-0.2, -0.5, -0.1], [0.0, -0.1, 1.1], [0.0, 0.0, -0.2], [0.5, -0.1, -0.3], [-0.1, 0.0, 0.0], [-0.3, 0.2, -0.5]]
}